Here is an isolated molecule of C18H18FNO3 from OMol25. Energies are from ωB97M-V/def2-TZVPD.

Output
Energy above the lowest of the compared OMol25 structures with the same formula, charge and spin = 192.0 kJ/mol
E_LUMO = 0.89 eV
Calculated total energy = -1077.02787 a.u.
Highest occupied orbital energy = -0.2802 hartree
Net charge = 0
Orbital gap = 8.518 eV

Positions of all 41 atoms, in Å:
F (-5.5226, -0.1985, 0.5689)
C (-4.3045, 0.3083, 0.2619)
C (-3.4579, 0.6959, 1.2803)
C (-2.2051, 1.1968, 0.9688)
C (-1.8043, 1.2982, -0.3602)
O (-0.5978, 1.7562, -0.7769)
C (0.4321, 1.9435, 0.1722)
C (1.7561, 1.8979, -0.5889)
O (2.8125, 1.7590, 0.3411)
C (3.9684, 1.1341, -0.1741)
C (3.9988, -0.3874, 0.0798)
O (2.8857, -1.0467, -0.4759)
C (1.7407, -1.2124, 0.2566)
C (1.6148, -1.1122, 1.6294)
C (0.3913, -1.3446, 2.2675)
C (-0.7474, -1.6756, 1.5709)
C (-0.6349, -1.7675, 0.1873)
N (-1.5721, -2.0531, -0.7593)
C (-0.9896, -2.0012, -1.9959)
C (0.3303, -1.6985, -1.8716)
C (0.5886, -1.5422, -0.4814)
C (-2.6876, 0.9160, -1.3734)
C (-3.9374, 0.4205, -1.0685)
H (-3.7773, 0.6089, 2.3067)
H (-1.5528, 1.5049, 1.7691)
H (0.4377, 1.1348, 0.9105)
H (0.3139, 2.9034, 0.6900)
H (1.7144, 1.0484, -1.2783)
H (1.8928, 2.8166, -1.1778)
H (4.0602, 1.3283, -1.2487)
H (4.8235, 1.5829, 0.3408)
H (4.0879, -0.5797, 1.1514)
H (4.8762, -0.8043, -0.4246)
H (2.4552, -0.8412, 2.2485)
H (0.3522, -1.2549, 3.3431)
H (-1.6882, -1.8491, 2.0697)
H (-2.5454, -2.2280, -0.5784)
H (-1.5674, -2.1913, -2.8797)
H (1.0465, -1.5973, -2.6614)
H (-2.3629, 1.0115, -2.3966)
H (-4.6247, 0.1197, -1.8434)

Mulliken atomic charge list, values in e, 6 entries: -0.36, 0.30, -0.60, -0.28, 0.39, -0.41

=====

Here is an isolated molecule of C18H18FNOS from OMol25. Energies are from ωB97M-V/def2-TZVPD.

Output
Energy above the lowest of the compared OMol25 structures with the same formula, charge and spin = 0.0 kJ/mol
E_LUMO = 0.69 eV
Calculated total energy = -1324.76074 a.u.
Highest occupied orbital energy = -0.2892 hartree
Net charge = 0
Orbital gap = 8.559 eV

Positions of all 40 atoms, in Å:
F (-5.9365, -1.5495, 1.8623)
C (-4.5903, -1.4365, 1.8946)
C (-3.9622, -1.2085, 3.1048)
C (-2.5829, -1.0958, 3.1177)
C (-1.8571, -1.2111, 1.9454)
C (-2.5052, -1.4316, 0.7367)
C (-1.7105, -1.5530, -0.5408)
O (-0.5211, -0.7942, -0.5301)
C (-0.6122, 0.5528, -0.3221)
C (-1.7582, 1.3158, -0.4973)
C (-1.7124, 2.6866, -0.3050)
C (-0.5345, 3.3092, 0.0641)
C (0.6084, 2.5521, 0.2563)
C (0.5790, 1.1799, 0.0701)
C (1.7547, 0.3387, 0.3813)
S (1.9123, -0.2914, 1.8978)
N (2.6531, 0.1239, -0.5718)
C (2.5513, 0.6029, -1.9360)
C (3.5675, -0.2497, -2.6919)
C (4.6472, -0.4956, -1.6388)
C (3.8349, -0.6882, -0.3628)
C (-3.8883, -1.5450, 0.7096)
H (-4.5479, -1.1229, 4.0061)
H (-2.0671, -0.9183, 4.0484)
H (-0.7812, -1.1240, 1.9693)
H (-1.3668, -2.5864, -0.6650)
H (-2.3325, -1.2951, -1.4094)
H (-2.6909, 0.8519, -0.7757)
H (-2.6118, 3.2677, -0.4430)
H (-0.5060, 4.3772, 0.2148)
H (1.5289, 3.0197, 0.5738)
H (2.8180, 1.6664, -1.9802)
H (1.5319, 0.4883, -2.3096)
H (3.1124, -1.1955, -2.9874)
H (3.9471, 0.2496, -3.5806)
H (5.2880, 0.3824, -1.5482)
H (5.2689, -1.3584, -1.8657)
H (3.5371, -1.7332, -0.2198)
H (4.3555, -0.3638, 0.5418)
H (-4.4206, -1.7176, -0.2137)

Mulliken atomic charge list, values in e, 6 entries: -0.33, 0.28, -0.51, -0.60, -0.21, 0.61

=====

Here is a structure of composition C18H18FNdO from OMol25. Energies are from ωB97M-V/def2-TZVPD.

Output
Energy above the lowest of the compared OMol25 structures with the same formula, charge and spin = 151.5 kJ/mol
Multiplicity = 4
E_LUMO (spin up / spin down) = -0.92 / -0.86 eV
Calculated total energy = -1433.00819 a.u.
Highest occupied orbital energy (spin up / spin down) = -0.3004 / -0.3004 hartree
Net charge = 0
Orbital gap (spin up / spin down) = 7.255 / 7.309 eV

Positions of all 39 atoms, in Å:
C (0.9527, -1.9361, 4.0963)
C (-0.4561, -1.6982, 3.8716)
C (-0.8242, -2.0375, 2.5332)
H (-1.1294, -1.0968, 4.5226)
C (0.3720, -2.4324, 1.8623)
C (1.4526, -2.3911, 2.8128)
H (2.5023, -2.5137, 2.5742)
H (1.4875, -1.8838, 5.0751)
H (-1.8479, -2.1283, 2.1582)
H (0.4057, -2.6564, 0.7883)
C (-0.9211, 2.1552, 2.3322)
C (-0.7986, 1.7336, 3.6806)
C (0.4852, 2.0467, 4.2133)
H (-1.5544, 1.1518, 4.2192)
C (1.1834, 2.7258, 3.1637)
C (0.3132, 2.7991, 2.0239)
H (0.5551, 3.2078, 1.0478)
H (-1.7997, 2.0096, 1.6876)
H (0.8546, 1.8438, 5.2270)
H (2.2292, 3.0352, 3.2281)
Nd (0.7808, 0.1275, 2.5862)
O (-0.2845, -0.7092, -1.7690)
C (-1.7170, -0.9329, -1.8554)
C (-0.5842, -1.4273, -2.8607)
H (-2.1144, -1.4326, -0.9454)
H (-2.3820, -0.2094, -2.3770)
H (-0.4597, -2.5262, -2.9639)
H (1.2666, -2.0058, -4.8103)
C (0.7837, -1.0231, -4.9469)
C (-0.2561, -0.6132, -4.0392)
C (-0.6102, 0.7662, -4.0109)
H (-1.2089, 1.1224, -3.1548)
C (-0.0200, 1.6567, -4.9136)
H (-0.2125, 2.7151, -4.7943)
C (0.8551, 1.2133, -5.9237)
H (1.3014, 1.9138, -6.6436)
C (1.2521, -0.1253, -5.9427)
H (1.9683, -0.4904, -6.6913)
F (-1.8207, 0.0464, 4.9386)

Mulliken atomic charge list, values in e, 6 entries: -0.39, -0.80, -0.27, 0.63, -0.44, -0.69

=====

Here is a structure of composition C18H18MnN10S4 from OMol25. Energies are from ωB97M-V/def2-TZVPD.

Output
Multiplicity = 5
E_LUMO (spin up / spin down) = -4.80 / -3.47 eV
Calculated total energy = -3987.93811 a.u.
Highest occupied orbital energy (spin up / spin down) = -0.3905 / -0.3905 hartree
Net charge = +1
Orbital gap (spin up / spin down) = 5.824 / 7.162 eV

Positions of all 51 atoms, in Å:
Mn (0.8541, -0.2706, -0.6691)
N (3.5244, -3.1442, -2.6673)
C (2.5963, -2.6020, -1.8463)
S (3.1285, -1.2969, -0.8105)
N (1.3903, -3.0981, -1.8907)
N (0.5853, -2.4013, -0.9832)
C (0.4365, -2.9279, 0.1640)
C (-0.1485, -2.1455, 1.2714)
C (-0.6257, -2.7836, 2.4043)
C (-1.1638, -2.0095, 3.4241)
C (-1.1980, -0.6325, 3.2797)
C (-0.6780, -0.0683, 2.1237)
N (-0.1574, -0.8071, 1.1469)
H (4.4804, -2.8487, -2.6034)
H (3.2992, -3.9945, -3.1550)
H (0.7826, -3.9391, 0.3709)
H (-0.5815, -3.8605, 2.4823)
H (-1.5489, -2.4808, 4.3182)
H (-1.6113, 0.0088, 4.0445)
H (-0.6623, 1.0045, 1.9743)
N (0.6425, -0.9061, -4.1786)
C (1.0805, 0.3118, -3.8203)
N (1.3388, 0.6551, -2.5802)
C (1.8355, 1.9442, -2.5042)
C (1.9440, 2.5818, -3.6886)
S (1.4189, 1.5519, -4.9719)
C (2.1724, 2.4659, -1.1849)
C (2.7608, 3.6451, -0.8889)
S (3.0328, 3.7627, 0.8099)
C (2.3323, 2.2059, 1.0161)
N (1.9004, 1.6591, -0.0914)
N (2.2183, 1.6018, 2.2320)
H (0.4884, -1.6201, -3.4803)
H (0.3245, -1.0816, -5.1140)
H (2.2891, 3.5815, -3.8843)
H (3.0616, 4.4358, -1.5530)
H (2.7441, 1.9822, 3.0007)
H (2.1596, 0.5952, 2.2122)
C (-4.6923, -0.5799, 2.1470)
C (-3.8470, 0.4351, 1.4478)
C (-3.8635, 1.7847, 1.7894)
C (-3.0105, 2.6245, 1.0989)
N (-2.2144, 2.1908, 0.1228)
C (-2.2954, 0.8915, -0.1503)
S (-1.3167, 0.2974, -1.5113)
N (-3.0462, -0.0099, 0.4773)
H (-5.4886, -0.1145, 2.7241)
H (-4.0731, -1.1677, 2.8283)
H (-5.1219, -1.2689, 1.4226)
H (-4.5162, 2.1599, 2.5645)
H (-2.9609, 3.6827, 1.3296)

Mulliken atomic charge list, values in e, 6 entries: 0.31, -0.45, 0.73, -0.50, -1.24, 0.38

=====

Here is a cluster of 2 separate species, C18H18N2 in total from OMol25. Energies are from ωB97M-V/def2-TZVPD.

Output
Energy above the lowest of the compared OMol25 structures with the same formula, charge and spin = 355.0 kJ/mol
E_LUMO = 0.74 eV
Calculated total energy = -806.11147 a.u.
Highest occupied orbital energy = -0.2877 hartree
Net charge = 0
Orbital gap = 8.571 eV

Positions of all 38 atoms, in Å:
C (3.1344, 3.8491, -0.5043)
C (2.1847, 2.7039, -0.0428)
C (1.1637, 2.2226, -0.8283)
N (0.2718, 1.4188, -0.0168)
C (0.8664, 1.3619, 1.2940)
C (0.2862, 0.9055, 2.5342)
C (0.9132, 1.1490, 3.6987)
C (2.0234, 2.0282, 3.7053)
C (2.5759, 2.5467, 2.5289)
C (2.0565, 2.0885, 1.3094)
H (3.3613, 4.5280, 0.3348)
H (2.6325, 4.2702, -1.3827)
H (4.1476, 3.5365, -0.9864)
H (0.9208, 2.3626, -1.9586)
H (-0.5977, 1.0288, -0.3391)
H (-0.3786, -0.0586, 2.3143)
H (0.6060, 0.6937, 4.6594)
H (2.3997, 2.4752, 4.6205)
H (3.4526, 3.2293, 2.5507)
C (-1.9259, -1.9882, 1.4575)
C (-2.4287, -1.8048, -0.0337)
C (-3.6394, -1.5806, -0.6103)
N (-3.6336, -1.8617, -1.9998)
C (-2.2956, -2.0868, -2.3200)
C (-1.5987, -2.1757, -3.5941)
C (-0.3298, -2.7588, -3.5513)
C (0.2767, -3.0630, -2.2510)
C (-0.2460, -2.7994, -1.0194)
C (-1.5277, -2.2297, -1.0383)
H (-0.9858, -2.5042, 1.7393)
H (-2.9690, -2.4471, 1.8675)
H (-1.9120, -0.9542, 2.0514)
H (-4.5162, -1.2993, -0.0152)
H (-4.2652, -1.4599, -2.5973)
H (-2.0253, -1.9586, -4.5731)
H (0.2561, -2.9515, -4.5005)
H (1.3518, -3.4945, -2.3748)
H (0.3936, -2.9217, -0.1281)

Mulliken atomic charge list, values in e, 6 entries: -1.11, 0.62, -0.73, 0.03, 0.26, 0.13